(1)
ORCA calculation (the ωB97M-V functional and the def2-TZVPD basis) on a 4-piece molecular cluster, C21H37BrINO8S3 overall at a distorted geometry.

Cartesian coordinates (Å):
H (0.949, -1.874, 6.563)
N (1.248, -1.742, 5.600)
C (0.876, -2.723, 4.921)
C (1.134, -2.905, 3.451)
C (1.395, -1.635, 2.649)
I (2.728, -2.343, 1.015)
C (0.208, -0.935, 1.992)
C (0.020, 0.181, 3.046)
C (-1.034, 1.223, 2.831)
Br (-0.971, 2.436, 4.399)
C (-0.870, 2.052, 1.584)
C (-1.226, 1.288, 0.300)
C (1.473, 0.579, 3.207)
O (1.997, 1.595, 3.285)
O (2.157, -0.618, 3.241)
H (0.305, -3.517, 5.403)
H (0.241, -3.361, 3.038)
H (1.915, -3.646, 3.349)
H (0.575, -0.484, 1.084)
H (-0.688, -1.520, 1.878)
H (-0.166, -0.382, 3.960)
H (-2.012, 0.773, 2.871)
H (0.119, 2.483, 1.520)
H (-1.572, 2.876, 1.640)
H (-1.810, 0.401, 0.511)
H (-0.303, 0.914, -0.138)
H (-1.694, 1.923, -0.430)
O (-0.985, 6.481, -1.758)
S (-0.388, 5.386, -1.038)
O (-0.990, 4.077, -1.021)
C (1.325, 5.242, -1.533)
C (2.074, 6.160, -0.573)
C (1.463, 5.905, 0.811)
C (-0.062, 5.913, 0.649)
H (1.425, 5.527, -2.578)
H (1.621, 4.202, -1.397)
H (3.145, 5.962, -0.586)
H (1.920, 7.203, -0.859)
H (1.789, 4.929, 1.179)
H (1.783, 6.651, 1.538)
H (-0.550, 5.225, 1.335)
H (-0.476, 6.912, 0.769)
O (-3.662, -0.801, 1.236)
S (-3.849, -1.198, -0.140)
O (-3.405, -0.379, -1.235)
C (-3.202, -2.854, -0.343)
C (-4.382, -3.762, -0.010)
C (-5.602, -3.129, -0.693)
C (-5.575, -1.627, -0.381)
H (-2.346, -2.995, 0.313)
H (-2.899, -2.963, -1.384)
H (-4.209, -4.781, -0.353)
H (-4.536, -3.791, 1.071)
H (-5.535, -3.282, -1.772)
H (-6.533, -3.582, -0.356)
H (-5.976, -1.031, -1.196)
H (-6.106, -1.398, 0.542)
O (3.933, -3.645, -2.057)
S (3.078, -3.695, -3.216)
O (2.077, -4.719, -3.370)
C (2.321, -2.089, -3.430)
C (3.309, -1.320, -4.301)
C (3.765, -2.305, -5.386)
C (4.104, -3.629, -4.689)
H (2.153, -1.634, -2.455)
H (1.372, -2.238, -3.944)
H (2.852, -0.428, -4.729)
H (4.167, -1.005, -3.703)
H (2.954, -2.461, -6.100)
H (4.622, -1.925, -5.941)
H (3.880, -4.491, -5.313)
H (5.144, -3.662, -4.371)

structure (SMILES) = [H]/N=C/C[C@@]1(I)C[C@H]([C@@H](Br)CC)C(=O)O1.O=S1(=O)CCCC1.O=S1(=O)CCCC1.O=S1(=O)CCCC1
lowest unoccupied orbital energy = 0.276 eV


(2)
ORCA calculation (the ωB97M-V functional and the def2-TZVPD basis) on C10H7Cl3O as an isolated structure at a distorted geometry.

Cartesian coordinates (Å):
C (-1.951, 1.553, 1.654)
C (-2.166, 0.193, 1.819)
C (-0.890, 2.098, 0.942)
C (-1.130, -0.712, 1.435)
C (0.037, 1.193, 0.402)
C (-0.142, -0.142, 0.628)
C (0.950, 1.546, -0.695)
C (1.246, -1.009, -0.519)
C (1.318, 0.235, -1.363)
C (1.091, -2.371, -1.227)
O (1.245, 2.632, -1.117)
Cl (2.692, -1.098, 0.585)
Cl (-0.101, 0.280, -2.442)
Cl (2.783, 0.283, -2.327)
H (-2.567, 2.353, 1.972)
H (-3.039, -0.200, 2.448)
H (-1.042, 3.127, 0.652)
H (-1.103, -1.747, 1.506)
H (-0.033, -2.403, -1.623)
H (1.136, -3.269, -0.674)
H (1.667, -2.542, -2.055)

lowest unoccupied orbital energy = -0.365 eV


(3)
ORCA calculation (the ωB97M-V functional and the def2-TZVPD basis) on one molecule with the formula C4H6OS at a distorted geometry.

Cartesian coordinates (Å):
O (-2.623, -0.749, 0.769)
C (-2.199, -0.393, -0.549)
C (-0.720, -0.014, -0.422)
C (0.444, 0.284, -0.112)
C (1.786, 0.558, 0.364)
S (2.908, -0.856, 0.036)
H (-2.282, 0.036, 1.262)
H (-2.359, -1.310, -1.148)
H (-2.838, 0.404, -0.936)
H (2.198, 1.350, -0.264)
H (1.750, 0.829, 1.425)
H (3.936, -0.139, -0.424)

structure (SMILES) = OCC#CCS
lowest unoccupied orbital energy = 0.710 eV


| no. | highest occupied orbital energy (eV) |
| --- | --- |
| 1 | -9.1937 |
| 2 | -9.8138 |
| 3 | -9.3327 |